# 1
{
  "formula": "C39H48Cl6NPPdSi4Te",
  "method": "the ωB97M-V functional and the def2-TZVPD basis",
  "elements": ["Pd", "Cl", "C", "C", "C", "C", "C", "C", "P", "C", "C", "C", "C", "C", "C", "C", "C", "C", "C", "C", "C", "H", "H", "H", "H", "H", "H", "H", "H", "H", "H", "H", "H", "H", "H", "Cl", "C", "C", "C", "Cl", "C", "Cl", "C", "Cl", "C", "Cl", "N", "C", "C", "C", "C", "C", "C", "H", "H", "H", "H", "H", "H", "H", "C", "Si", "C", "C", "Si", "Te", "Si", "C", "C", "C", "Si", "C", "C", "C", "H", "H", "H", "H", "H", "H", "H", "H", "H", "H", "H", "H", "H", "H", "H", "H", "H", "H", "H", "H", "H", "H", "H", "H", "H", "H", "H"],
  "coordinates": [[0.172, -0.361, 0.115], [-1.391, 1.196, 1.033], [-2.518, 1.779, -0.137], [-3.350, 2.825, 0.224], [-4.280, 3.294, -0.689], [-4.364, 2.717, -1.947], [-3.520, 1.679, -2.300], [-2.571, 1.190, -1.401], [-1.368, -0.128, -1.808], [-1.531, -0.191, -3.624], [-2.165, -1.211, -4.324], [-2.291, -1.124, -5.703], [-1.779, -0.032, -6.388], [-1.118, 0.974, -5.696], [-0.983, 0.888, -4.322], [-2.280, -1.641, -1.307], [-3.548, -1.623, -0.734], [-4.159, -2.813, -0.364], [-3.512, -4.023, -0.555], [-2.244, -4.049, -1.124], [-1.630, -2.863, -1.492], [-3.271, 3.263, 1.210], [-4.940, 4.105, -0.411], [-5.096, 3.082, -2.656], [-3.598, 1.233, -3.282], [-2.577, -2.059, -3.792], [-2.800, -1.911, -6.245], [-1.890, 0.030, -7.463], [-0.709, 1.821, -6.231], [-0.465, 1.666, -3.773], [-4.061, -0.683, -0.577], [-5.150, -2.792, 0.072], [-3.993, -4.948, -0.263], [-1.737, -4.993, -1.273], [-0.643, -2.876, -1.938], [1.205, -3.724, 0.560], [1.932, -2.827, -0.727], [1.572, -1.497, -0.892], [2.257, -0.785, -1.881], [1.927, 0.904, -2.009], [3.197, -1.375, -2.716], [3.995, -0.455, -3.931], [3.480, -2.730, -2.563], [4.603, -3.502, -3.614], [2.854, -3.460, -1.556], [3.205, -5.133, -1.354], [-1.089, -1.960, 1.969], [-2.024, -1.508, 2.916], [-3.276, -2.104, 3.049], [-4.186, -1.621, 3.977], [-3.862, -0.545, 4.789], [-2.622, 0.063, 4.649], [-1.712, -0.411, 3.721], [-1.350, -2.821, 1.511], [-0.140, -1.994, 2.312], [-3.530, -2.951, 2.422], [-5.153, -2.100, 4.077], [-4.566, -0.186, 5.529], [-2.354, 0.906, 5.275], [-0.737, 0.055, 3.616], [0.795, 1.446, 5.813], [2.612, 1.517, 5.278], [2.887, 3.130, 4.331], [3.705, 1.522, 6.825], [3.089, -0.355, 3.906], [2.063, 0.339, 1.695], [5.359, -0.395, 3.241], [5.857, 1.270, 2.499], [6.514, -0.781, 4.696], [5.530, -1.730, 1.911], [2.499, -2.398, 4.962], [2.941, -3.922, 3.929], [3.500, -2.427, 6.573], [0.690, -2.600, 5.482], [0.530, 2.291, 6.454], [0.580, 0.530, 6.367], [0.140, 1.473, 4.939], [2.618, 4.003, 4.930], [2.282, 3.141, 3.422], [3.931, 3.238, 4.030], [3.439, 2.347, 7.489], [4.759, 1.635, 6.561], [3.602, 0.594, 7.390], [5.861, 2.062, 3.252], [5.152, 1.560, 1.716], [6.854, 1.225, 2.056], [6.223, -0.238, 5.597], [7.543, -0.501, 4.459], [6.507, -1.847, 4.934], [4.960, -1.452, 1.021], [5.141, -2.689, 2.260], [6.570, -1.880, 1.611], [4.004, -3.943, 3.681], [2.384, -3.949, 2.990], [2.711, -4.839, 4.477], [4.560, -2.221, 6.408], [3.423, -3.400, 7.065], [3.122, -1.676, 7.270], [0.045, -2.894, 4.655], [0.286, -1.675, 5.896], [0.603, -3.371, 6.252]],
  "e_above_lowest_kj_mol": 0.0,
  "e_homo_ev": [-6.8621, -6.8624],
  "multiplicity": 1,
  "orbital_gap_ev": [6.11, 6.11]
}


# 2
{
  "formula": "C6H16N4O7",
  "method": "the ωB97M-V functional and the def2-TZVPD basis",
  "elements": ["C", "N", "O", "O", "H", "H", "H", "C", "N", "O", "O", "H", "H", "H", "C", "N", "O", "O", "H", "H", "H", "C", "O", "N", "C", "C", "H", "H", "H", "H", "H", "H", "H"],
  "coordinates": [[4.379, -0.207, 0.392], [5.088, 0.127, -0.876], [5.900, -0.687, -1.275], [4.795, 1.155, -1.439], [3.323, -0.292, 0.159], [4.561, 0.556, 1.144], [4.838, -1.123, 0.742], [-1.287, 0.347, 3.162], [-2.137, 1.159, 4.079], [-1.629, 1.560, 5.102], [-3.279, 1.381, 3.730], [-0.607, -0.232, 3.778], [-0.677, 1.063, 2.616], [-1.930, -0.233, 2.522], [-0.940, 2.804, -3.138], [-2.011, 2.194, -2.309], [-1.997, 2.424, -1.117], [-2.850, 1.538, -2.888], [-1.075, 2.457, -4.155], [0.015, 2.465, -2.748], [-1.033, 3.882, -3.058], [0.331, -1.490, 0.403], [0.633, -0.392, 0.840], [-0.774, -1.780, -0.323], [-0.992, -3.116, -0.848], [-1.894, -0.857, -0.459], [0.967, -2.385, 0.518], [-0.076, -3.703, -0.840], [-1.337, -3.048, -1.880], [-1.736, -3.665, -0.260], [-1.685, 0.102, -0.002], [-2.091, -0.671, -1.520], [-2.790, -1.330, -0.049]],
  "e_above_lowest_kj_mol": 0.0,
  "smiles": "C[N+](=O)[O-].C[N+](=O)[O-].C[N+](=O)[O-].CN(C)C=O",
  "e_homo_ev": -9.9322,
  "multiplicity": 1,
  "orbital_gap_ev": 9.98
}


# 3
{
  "formula": "C3H11N7O",
  "method": "the ωB97M-V functional and the def2-TZVPD basis",
  "elements": ["C", "C", "C", "N", "N", "N", "N", "N", "N", "N", "O", "H", "H", "H", "H", "H", "H", "H", "H", "H", "H", "H"],
  "coordinates": [[-0.053, 0.441, 1.913], [0.392, -1.952, -1.229], [-0.350, 0.820, -1.269], [0.690, 0.684, 2.991], [-1.389, 0.396, 1.979], [0.486, -2.760, -0.356], [0.295, 1.970, -1.286], [-0.129, -0.129, -0.414], [0.392, -1.792, -2.464], [0.551, 0.125, 0.760], [-1.147, 0.563, -2.286], [0.321, 0.892, 3.959], [1.733, 0.884, 3.027], [-1.809, 0.486, 3.023], [-1.824, -0.196, 1.249], [-2.166, 0.577, -2.108], [0.581, -2.691, 0.587], [1.104, 2.238, -0.797], [0.070, 2.500, -2.216], [1.094, -1.910, -3.122], [-0.439, -1.251, -2.839], [1.599, 0.105, 0.896]],
  "e_above_lowest_kj_mol": 199.3,
  "e_homo_ev": -17.7846,
  "total_charge": 2,
  "multiplicity": 1,
  "orbital_gap_ev": 10.80
}


# 4
{
  "formula": "C5H11O2",
  "method": "the ωB97M-V functional and the def2-TZVPD basis",
  "elements": ["C", "C", "O", "O", "H", "H", "H", "C", "C", "C", "H", "H", "H", "H", "H", "H", "H", "H"],
  "coordinates": [[-1.674, 1.349, -0.998], [-2.079, -0.046, -1.522], [-2.878, -0.652, -0.759], [-1.632, -0.434, -2.620], [-2.556, 1.977, -0.854], [-0.995, 1.863, -1.660], [-1.241, 1.158, -0.023], [0.988, -0.899, 0.374], [0.166, -0.347, 1.517], [2.387, -0.309, 0.307], [1.043, -1.987, 0.463], [0.481, -0.808, -0.592], [0.239, 0.738, 1.617], [0.422, -0.799, 2.480], [2.328, 0.786, 0.382], [3.026, -0.582, 1.151], [-0.909, -0.504, 1.380], [2.883, -0.504, -0.644]],
  "e_above_lowest_kj_mol": 19.0,
  "e_homo_ev": -3.8217,
  "total_charge": -1,
  "multiplicity": 1,
  "orbital_gap_ev": 7.56
}


# 5
{
  "formula": "CH4ClPS",
  "method": "the ωB97M-V functional and the def2-TZVPD basis",
  "elements": ["C", "P", "S", "Cl", "H", "H", "H", "H"],
  "coordinates": [[0.137, 2.817, 1.108], [3.870, -0.969, -0.118], [-0.765, 1.836, -0.121], [4.753, 0.773, 0.058], [0.790, 3.640, 0.728], [0.774, 2.125, 1.773], [-0.640, 3.168, 1.765], [2.358, -0.499, 0.006]],
  "e_above_lowest_kj_mol": 267.6,
  "e_homo_ev": [-9.3614, -8.5744],
  "multiplicity": 1,
  "orbital_gap_ev": [8.11, 6.67]
}


# 6
{
  "formula": "C22H45BCl32N2O3PS",
  "method": "the ωB97M-V functional and the def2-TZVPD basis",
  "elements": ["C", "C", "O", "B", "O", "P", "C", "C", "S", "C", "N", "N", "C", "O", "H", "H", "H", "H", "H", "H", "H", "H", "H", "H", "H", "H", "H", "C", "Cl", "Cl", "H", "H", "C", "Cl", "Cl", "H", "H", "C", "Cl", "Cl", "H", "H", "C", "Cl", "Cl", "H", "H", "C", "Cl", "Cl", "H", "H", "C", "Cl", "Cl", "H", "H", "C", "Cl", "Cl", "H", "H", "C", "Cl", "Cl", "H", "H", "C", "Cl", "Cl", "H", "H", "C", "Cl", "Cl", "H", "H", "C", "Cl", "Cl", "H", "H", "C", "Cl", "Cl", "H", "H", "C", "Cl", "Cl", "H", "H", "C", "Cl", "Cl", "H", "H", "C", "Cl", "Cl", "H", "H", "C", "Cl", "Cl", "H", "H"],
  "coordinates": [[1.560, -2.965, 2.757], [0.199, -3.255, 1.993], [0.317, -4.170, 0.871], [0.901, -3.562, -0.273], [2.154, -4.072, -0.724], [0.148, -2.139, -1.319], [1.110, -2.084, -2.972], [0.164, -1.578, -4.186], [0.296, 0.270, -4.415], [1.789, 0.649, -5.393], [2.998, -0.070, -5.570], [3.842, 0.594, -6.396], [3.230, 1.788, -6.839], [2.000, 1.775, -6.179], [2.152, -3.903, 2.999], [1.325, -2.484, 3.768], [2.224, -2.218, 2.214], [-0.267, -2.260, 1.710], [-0.504, -3.746, 2.745], [2.542, -4.668, -0.053], [0.291, -0.835, -0.735], [-1.216, -2.419, -1.704], [1.510, -3.122, -3.240], [2.005, -1.389, -2.913], [0.577, -2.050, -5.140], [-0.915, -1.902, -4.043], [3.630, 2.603, -7.540], [-4.523, -1.520, -0.738], [-3.952, -2.601, 0.540], [-3.290, -1.296, -1.986], [-5.413, -1.949, -1.194], [-4.761, -0.552, -0.299], [0.481, -6.309, 3.951], [1.719, -7.285, 4.746], [-0.068, -4.992, 4.997], [0.897, -5.885, 3.039], [-0.368, -6.944, 3.708], [5.866, -2.434, -7.933], [6.428, -3.514, -6.650], [7.112, -2.205, -9.169], [4.984, -2.869, -8.398], [5.615, -1.469, -7.497], [-0.929, 1.962, -1.119], [-2.251, 1.955, -2.291], [-1.384, 1.110, 0.367], [-0.065, 1.468, -1.559], [-0.679, 2.991, -0.874], [6.954, 2.314, -7.710], [5.390, 3.031, -8.135], [6.969, 0.581, -8.041], [7.733, 2.794, -8.297], [7.138, 2.474, -6.649], [1.967, 4.516, 0.257], [0.405, 5.238, -0.148], [1.980, 2.781, -0.090], [2.743, 5.000, -0.333], [2.162, 4.666, 1.316], [6.099, -2.677, -3.239], [4.499, -2.887, -2.512], [6.955, -1.313, -2.514], [6.679, -3.584, -3.080], [5.981, -2.495, -4.305], [-2.562, 0.440, -6.805], [-3.872, 0.437, -7.989], [-3.034, -0.409, -5.325], [-1.695, -0.057, -7.236], [-2.312, 1.469, -6.556], [-0.006, -3.086, 8.593], [0.039, -2.121, 10.073], [-0.769, -2.195, 7.270], [1.012, -3.341, 8.306], [-0.575, -3.993, 8.781], [-4.475, 0.800, 2.617], [-5.798, 0.793, 1.443], [-4.930, -0.044, 4.100], [-3.612, 0.302, 2.178], [-4.224, 1.830, 2.859], [3.506, -1.489, 10.984], [4.080, -2.579, 12.252], [4.732, -1.264, 9.729], [2.613, -1.913, 10.532], [3.274, -0.523, 11.428], [-2.411, 7.545, 0.581], [-2.830, 9.261, 0.621], [-2.204, 6.976, -1.082], [-1.480, 7.395, 1.124], [-3.209, 6.975, 1.053], [-5.122, 8.320, 3.496], [-6.411, 8.703, 2.352], [-4.469, 6.700, 3.208], [-4.322, 9.048, 3.384], [-5.522, 8.364, 4.507], [-4.319, 10.372, -2.448], [-6.082, 10.493, -2.412], [-3.576, 11.936, -2.804], [-3.969, 10.029, -1.477], [-4.029, 9.660, -3.218], [-3.498, -5.677, -1.110], [-3.109, -5.048, -2.718], [-2.715, -7.235, -0.826], [-3.154, -4.968, -0.362], [-4.576, -5.803, -1.031], [-3.511, -3.262, 10.806], [-4.118, -3.649, 12.419], [-2.808, -4.687, 10.027], [-4.335, -2.898, 10.196], [-2.746, -2.494, 10.891]],
  "e_homo_ev": -11.4194,
  "total_charge": 1,
  "multiplicity": 1,
  "orbital_gap_ev": 7.90
}


| no. | DFT total energy (eV) |
| --- | --- |
| 1 | -169423.423 |
| 2 | -26765.899 |
| 3 | -15749.377 |
| 4 | -9459.833 |
| 5 | -33745.701 |
| 6 | -454176.350 |